Entry 1:
The following is a quantum chemistry calculation of 13 unconnected molecules or ions with the total composition C50H129N25O6P6 at a distorted geometry, from the Open Molecules 2025 dataset.

Last columns: bonded neighbours and bond lengths (Å).
Cartesian coordinates (Å):
1 O -2.13803 0.23431 7.41316  P2 1.489
2 P -1.41665 -1.06642 7.34188  O1 1.489, N3 1.710, N6 1.665, N9 1.667
3 N -0.46997 -1.26946 5.93291  P2 1.710, C4 1.458, C5 1.463
4 C -1.04438 -0.84243 4.66222  N3 1.458, H12 1.092, H13 1.094, H14 1.093
5 C 0.47436 -2.37279 5.75704  N3 1.463, H15 1.091, H16 1.092, H17 1.090
6 N -2.40883 -2.40159 7.41418  P2 1.665, C7 1.475, C8 1.457
7 C -3.82500 -2.21290 7.04678  N6 1.475, H18 1.092, H19 1.087, H20 1.090
8 C -1.93243 -3.77872 7.42095  N6 1.457, H21 1.091, H22 1.089, H23 1.093
9 N -0.32778 -1.31017 8.57996  P2 1.667, C10 1.455, C11 1.440
10 C 1.04160 -0.83675 8.44596  N9 1.455, H24 1.092, H25 1.085, H26 1.098
11 C -0.71685 -1.76260 9.89038  N9 1.440, H27 1.095, H28 1.089, H29 1.095
12 H -1.71154 0.01006 4.80262  C4 1.092
13 H -1.55240 -1.67810 4.17221  C4 1.094
14 H -0.28659 -0.44853 3.98030  C4 1.093
15 H 0.98612 -2.62523 6.68708  C5 1.091
16 H 1.31334 -2.11941 5.10630  C5 1.092
17 H -0.12915 -3.20736 5.39911  C5 1.090
18 H -4.35831 -3.03501 7.52886  C7 1.092
19 H -4.17358 -1.28710 7.49660  C7 1.087
20 H -3.98751 -2.22140 5.96857  C7 1.090
21 H -2.03458 -4.31695 6.47804  C8 1.091
22 H -0.88139 -3.77968 7.70726  C8 1.089
23 H -2.48144 -4.27263 8.22660  C8 1.093
24 H 1.77614 -1.51544 8.88477  C10 1.092
25 H 1.32200 -0.62485 7.41894  C10 1.085
26 H 1.14054 0.12378 8.96776  C10 1.098
27 H 0.14563 -2.23324 10.37346  C11 1.095
28 H -1.50369 -2.51534 9.88370  C11 1.089
29 H -1.00435 -0.96560 10.58455  C11 1.095
30 O -2.23878 -5.03804 -3.92064  P31 1.467
31 P -1.67587 -3.82982 -4.53303  O30 1.467, N32 1.695, N35 1.676, N38 1.692
32 N -0.25495 -3.28544 -3.78516  P31 1.695, C33 1.461, C34 1.462
33 C 0.47253 -2.07232 -4.15031  N32 1.461, H41 1.098, H42 1.086, H43 1.094
34 C 0.55310 -4.23666 -3.02371  N32 1.462, H44 1.095, H45 1.090, H46 1.090
35 N -2.59933 -2.43127 -4.54599  P31 1.676, C36 1.476, C37 1.453
36 C -3.76846 -2.46240 -5.44663  N35 1.476, H47 1.086, H48 1.093, H49 1.090
37 C -2.73226 -1.62944 -3.34122  N35 1.453, H50 1.093, H51 1.090, H52 1.092
38 N -1.34594 -4.10637 -6.16948  P31 1.692, C39 1.440, C40 1.455
39 C -0.91611 -3.03258 -7.02722  N38 1.440, H53 1.099, H54 1.088, H55 1.099
40 C -0.93528 -5.46257 -6.49762  N38 1.455, H56 1.089, H57 1.097, H58 1.088
41 H 1.04173 -2.27751 -5.06601  C33 1.098
42 H 1.10644 -1.72757 -3.33825  C33 1.086
43 H -0.27427 -1.35923 -4.51140  C33 1.094
44 H 1.55680 -3.83978 -2.83761  C34 1.095
45 H 0.74220 -5.17680 -3.54152  C34 1.090
46 H 0.17321 -4.28009 -2.00283  C34 1.090
47 H -3.56515 -2.82331 -6.45076  C36 1.086
48 H -4.51492 -3.11393 -4.98560  C36 1.093
49 H -4.14988 -1.44497 -5.52913  C36 1.090
50 H -3.54074 -2.01725 -2.71581  C37 1.093
51 H -1.79790 -1.66167 -2.78144  C37 1.090
52 H -2.83815 -0.57234 -3.59491  C37 1.092
53 H -1.37491 -3.14799 -8.01881  C39 1.099
54 H -1.16496 -2.00910 -6.75587  C39 1.088
55 H 0.16614 -3.08334 -7.20991  C39 1.099
56 H -1.74910 -6.16785 -6.33315  C40 1.089
57 H -0.13900 -5.78050 -5.81355  C40 1.097
58 H -0.57088 -5.48485 -7.52290  C40 1.088
59 O 0.50203 -2.55979 2.24958  P60 1.477
60 P 0.27901 -3.87547 1.61697  O59 1.477, N61 1.672, N64 1.695, N67 1.684
61 N -1.13017 -3.97863 0.72366  P60 1.672, C62 1.457, C63 1.455
62 C -1.51463 -5.23063 0.08620  N61 1.457, H70 1.093, H71 1.092, H72 1.088
63 C -1.60849 -2.76128 0.08622  N61 1.455, H73 1.100, H74 1.092, H75 1.089
64 N 0.06656 -5.12245 2.74450  P60 1.695, C65 1.468, C66 1.450
65 C -1.22879 -5.21522 3.42893  N64 1.468, H76 1.091, H77 1.086, H78 1.092
66 C 1.20907 -5.54627 3.53048  N64 1.450, H79 1.096, H80 1.096, H81 1.087
67 N 1.52545 -4.48342 0.66187  P60 1.684, C68 1.465, C69 1.463
68 C 2.69319 -3.64877 0.36670  N67 1.465, H82 1.095, H83 1.092, H84 1.089
69 C 1.61142 -5.84703 0.13795  N67 1.463, H85 1.090, H86 1.087, H87 1.092
70 H -2.59642 -5.24049 -0.07068  C62 1.093
71 H -1.38353 -6.05259 0.79238  C62 1.092
72 H -1.02117 -5.44976 -0.85781  C62 1.088
73 H -0.78278 -2.18458 -0.35535  C63 1.100
74 H -2.09059 -2.11874 0.82538  C63 1.092
75 H -2.21181 -3.06829 -0.76657  C63 1.089
76 H -1.13203 -4.76703 4.41941  C65 1.091
77 H -1.99210 -4.70973 2.84466  C65 1.086
78 H -1.53515 -6.25384 3.57281  C65 1.092
79 H 1.40328 -4.90230 4.39582  C66 1.096
80 H 0.93728 -6.51535 3.96319  C66 1.096
81 H 2.11064 -5.68647 2.93925  C66 1.087
82 H 2.73008 -3.41744 -0.70322  C68 1.095
83 H 2.54004 -2.66205 0.80883  C68 1.092
84 H 3.61881 -4.09193 0.73238  C68 1.089
85 H 1.31341 -5.86977 -0.91078  C69 1.090
86 H 1.00954 -6.49176 0.77395  C69 1.087
87 H 2.64770 -6.19080 0.17065  C69 1.092
88 O 4.52889 -0.73660 -5.05735  P89 1.495
89 P 5.74743 -0.21204 -4.36920  O88 1.495, N90 1.680, N93 1.663, N96 1.678
90 N 5.81498 -0.37692 -2.69829  P89 1.680, C91 1.466, C92 1.476
91 C 6.97693 -0.00627 -1.88557  N90 1.466, H99 1.094, H100 1.091, H101 1.088
92 C 4.69595 -0.98080 -1.94863  N90 1.476, H102 1.092, H103 1.091, H104 1.093
93 N 6.00476 1.41240 -4.61814  P89 1.663, C94 1.445, C95 1.448
94 C 5.48340 2.42455 -3.72796  N93 1.445, H105 1.094, H106 1.095, H107 1.088
95 C 6.17869 1.84649 -5.98870  N93 1.448, H108 1.099, H109 1.095, H110 1.087
96 N 7.12974 -0.93384 -4.98812  P89 1.678, C97 1.436, C98 1.468
97 C 7.13825 -2.33780 -5.29130  N96 1.436, H111 1.102, H112 1.093, H113 1.093
98 C 8.47182 -0.34131 -4.92449  N96 1.468, H114 1.091, H115 1.089, H116 1.091
99 H 7.23965 1.03446 -2.09794  C91 1.094
100 H 7.77359 -0.70365 -2.14737  C91 1.091
101 H 6.74210 -0.00679 -0.82353  C91 1.088
102 H 4.98215 -1.92928 -1.48883  C92 1.092
103 H 3.89869 -1.08779 -2.68542  C92 1.091
104 H 4.40328 -0.29245 -1.15127  C92 1.093
105 H 6.12496 3.30935 -3.69038  C94 1.094
106 H 4.50766 2.77049 -4.08418  C94 1.095
107 H 5.41829 2.03260 -2.71542  C94 1.088
108 H 5.27299 2.33082 -6.38104  C95 1.099
109 H 6.90866 2.65990 -6.05922  C95 1.095
110 H 6.41317 1.04349 -6.68313  C95 1.087
111 H 7.62832 -2.86312 -4.45610  C97 1.102
112 H 6.10859 -2.70208 -5.33544  C97 1.093
113 H 7.61525 -2.63578 -6.22814  C97 1.093
114 H 8.29026 0.72828 -5.04355  C98 1.091
115 H 9.07991 -0.63715 -5.77773  C98 1.089
116 H 8.92506 -0.54889 -3.95381  C98 1.091
117 O -7.71686 2.41096 -2.31687  P118 1.474
118 P -7.72438 2.34764 -0.84418  O117 1.474, N119 1.705, N122 1.693, N125 1.688
119 N -8.94738 1.37464 -0.16328  P118 1.705, C120 1.475, C121 1.472
120 C -8.97843 1.06435 1.27790  N119 1.475, H128 1.085, H129 1.091, H130 1.093
121 C -9.99005 0.81958 -1.04117  N119 1.472, H131 1.090, H132 1.089, H133 1.089
122 N -7.88050 3.86026 -0.10058  P118 1.693, C123 1.460, C124 1.458
123 C -8.95529 4.74193 -0.54549  N122 1.460, H134 1.099, H135 1.087, H136 1.088
124 C -7.54577 4.01143 1.31088  N122 1.458, H137 1.092, H138 1.094, H139 1.088
125 N -6.26420 1.79044 -0.20755  P118 1.688, C126 1.455, C127 1.462
126 C -5.04833 2.59040 -0.21800  N125 1.455, H140 1.093, H141 1.087, H142 1.095
127 C -6.05592 0.34451 -0.16372  N125 1.462, H143 1.091, H144 1.093, H145 1.091
128 H -7.99653 1.24322 1.70324  C120 1.085
129 H -9.32027 0.05296 1.50156  C120 1.091
130 H -9.73712 1.73905 1.68230  C120 1.093
131 H -10.87711 0.70213 -0.41825  C121 1.090
132 H -9.68608 -0.10696 -1.52679  C121 1.089
133 H -10.20947 1.57923 -1.78973  C121 1.089
134 H -9.92348 4.22589 -0.48617  C123 1.099
135 H -9.04524 5.62178 0.08593  C123 1.087
136 H -8.82378 4.99154 -1.59661  C123 1.088
137 H -7.33443 5.05959 1.53097  C124 1.092
138 H -8.38888 3.66158 1.91434  C124 1.094
139 H -6.67301 3.46255 1.65742  C124 1.088
140 H -4.41830 2.27109 -1.05181  C126 1.093
141 H -5.28009 3.65196 -0.26059  C126 1.087
142 H -4.53427 2.38676 0.72663  C126 1.095
143 H -5.18214 0.12151 0.44999  C127 1.091
144 H -5.95241 -0.06963 -1.16969  C127 1.093
145 H -6.88653 -0.16038 0.33161  C127 1.091
146 O 1.99537 3.93045 0.18490  P147 1.478
147 P 1.14806 2.72288 0.27088  O146 1.478, N148 1.705, N151 1.671, N154 1.693
148 N -0.44175 3.01592 -0.26945  P147 1.705, C149 1.466, C150 1.439
149 C -0.76218 4.31692 -0.86433  N148 1.466, H157 1.090, H158 1.093, H159 1.091
150 C -1.35543 1.97061 -0.64879  N148 1.439, H160 1.094, H161 1.089, H162 1.095
151 N 0.95915 2.01786 1.77399  P147 1.671, C152 1.479, C153 1.472
152 C 2.18624 1.48651 2.40492  N151 1.479, H163 1.090, H164 1.089, H165 1.089
153 C -0.04697 2.56623 2.69846  N151 1.472, H166 1.089, H167 1.085, H168 1.092
154 N 1.62056 1.42209 -0.70463  P147 1.693, C155 1.471, C156 1.457
155 C 1.07173 0.06014 -0.61240  N154 1.471, H169 1.088, H170 1.092, H171 1.092
156 C 2.00095 1.77998 -2.06533  N154 1.457, H172 1.093, H173 1.102, H174 1.089
157 H -1.77501 4.62273 -0.60190  C149 1.090
158 H -0.57341 4.30281 -1.94099  C149 1.093
159 H -0.11595 5.10478 -0.47580  C149 1.091
160 H -1.13650 1.52248 -1.62208  C150 1.094
161 H -2.38190 2.33339 -0.63871  C150 1.089
162 H -1.34323 1.18046 0.10860  C150 1.095
163 H 1.87952 0.83430 3.22257  C152 1.090
164 H 2.72233 0.86633 1.68855  C152 1.089
165 H 2.77854 2.32504 2.76844  C152 1.089
166 H 0.46095 3.06599 3.52142  C153 1.089
167 H -0.67101 3.22693 2.10510  C153 1.085
168 H -0.64562 1.75651 3.12033  C153 1.092
169 H 0.10885 -0.03725 -1.10892  C155 1.088
170 H 1.84313 -0.61933 -0.98031  C155 1.092
171 H 0.94314 -0.22364 0.43403  C155 1.092
172 H 2.76435 2.55344 -2.17763  C156 1.093
173 H 1.17361 2.25728 -2.61532  C156 1.102
174 H 2.29468 0.91551 -2.65942  C156 1.089
175 C 5.02387 3.64024 0.78547  C176 1.459, H178 1.086, H179 1.094, H180 1.088
176 C 5.39551 2.25634 1.06076  C175 1.459, N177 1.147
177 N 5.68534 1.15552 1.19845  C176 1.147
178 H 4.39876 3.73023 -0.09773  C175 1.086
179 H 5.99547 4.11736 0.62587  C175 1.094
180 H 4.55347 4.12284 1.63912  C175 1.088
181 C -1.37519 4.32081 -5.07738  C182 1.466, H184 1.090, H185 1.089, H186 1.086
182 C -2.04366 3.23559 -4.35377  C181 1.466, N183 1.148
183 N -2.56860 2.38529 -3.78847  C182 1.148
184 H -2.13159 4.85646 -5.65087  C181 1.090
185 H -0.70011 3.89840 -5.81988  C181 1.089
186 H -0.87179 4.95379 -4.35228  C181 1.086
187 C -1.29714 7.01385 2.21454  C188 1.467, H190 1.088, H191 1.094, H192 1.088
188 C -2.08110 5.80388 2.48762  C187 1.467, N189 1.144
189 N -2.64743 4.85942 2.79595  C188 1.144
190 H -1.86835 7.69689 1.58951  C187 1.088
191 H -0.38557 6.81350 1.64403  C187 1.094
192 H -0.88664 7.46530 3.11556  C187 1.088
193 C 1.82367 0.53342 -6.24470  C194 1.482, H196 1.088, H197 1.086, H198 1.087
194 C 2.01527 1.92389 -5.76895  C193 1.482, N195 1.149
195 N 2.16402 2.99004 -5.36778  C194 1.149
196 H 1.90622 -0.03248 -5.31899  C193 1.088
197 H 2.62657 0.31365 -6.94218  C193 1.086
198 H 0.84348 0.43600 -6.70368  C193 1.087
199 C 0.95645 2.00299 5.96403  C200 1.467, H202 1.085, H203 1.095, H204 1.089
200 C 1.34584 3.41108 5.82761  C199 1.467, N201 1.149
201 N 1.60568 4.52688 5.74120  C200 1.149
202 H -0.03885 1.70338 5.65360  C199 1.085
203 H 1.01275 1.82108 7.04192  C199 1.095
204 H 1.72903 1.34125 5.57405  C199 1.089
205 C 2.00980 5.58809 -2.42853  C206 1.472, H208 1.086, H209 1.090, H210 1.085
206 C 3.47547 5.61255 -2.56156  C205 1.472, N207 1.148
207 N 4.62245 5.59246 -2.61210  C206 1.148
208 H 1.65718 4.57693 -2.60969  C205 1.086
209 H 1.59277 6.26157 -3.17744  C205 1.090
210 H 1.73220 5.91715 -1.43266  C205 1.085
211 C 6.90374 2.57621 5.22459  C212 1.470, H214 1.090, H215 1.085, H216 1.090
212 C 5.45810 2.63537 4.96515  C211 1.470, N213 1.148
213 N 4.32341 2.68791 4.79667  C212 1.148
214 H 7.43592 2.37102 4.29560  C211 1.090
215 H 7.17492 1.79096 5.92200  C211 1.085
216 H 7.14877 3.59362 5.52803  C211 1.090

## Properties
LUMO energy: 0.4781 eV
highest occupied orbital energy: -0.300 Eh
relative energy (zero: lowest compared OMol25 entry of this formula, charge and spin): 95.68 kJ/mol
M: 1362.60 g mol⁻¹

Löwdin atomic charge list, values in e, 4 entries: O -0.292; P 0.540; N -0.295; C -0.125



Entry 2:
The following is a quantum chemistry calculation of C10H11N3OS in the gas phase at a distorted geometry, from the Open Molecules 2025 dataset.

Last columns: bonded neighbours and bond lengths (Å).
Cartesian coordinates (Å):
1 C -3.98018 -1.27351 0.12742  C2 1.416, C3 1.348, H16 1.106
2 C -4.18639 -0.19611 1.02227  C1 1.416, C4 1.367, H17 1.152
3 C -2.89312 -1.34970 -0.66686  C1 1.348, C5 1.389, H18 1.064
4 C -3.20932 0.75813 1.07859  C2 1.367, C6 1.401, H19 1.088
5 C -1.91679 -0.36197 -0.66928  C3 1.389, C6 1.434, N11 1.398
6 C -2.08684 0.73306 0.24028  C4 1.401, C5 1.434, S15 1.729
7 C 0.17649 0.23402 -1.46018  N11 1.292, N12 1.342, H20 1.080
8 C 1.60760 0.91494 0.59437  N12 1.461, N13 1.371, O14 1.232
9 C 3.89337 0.25404 1.11964  N13 1.520, H21 1.088, H22 1.076, H23 1.074
10 C 3.07267 -0.31912 -1.10364  N13 1.419, H24 1.169, H25 1.160, H26 1.067
11 N -0.92757 -0.40836 -1.65535  C5 1.398, C7 1.292
12 N 0.48587 0.90679 -0.34099  C7 1.342, C8 1.461, S15 1.753
13 N 2.74334 0.30652 0.12658  C8 1.371, C9 1.520, C10 1.419
14 O 1.41508 1.37539 1.72073  C8 1.232
15 S -0.82295 1.91304 0.24980  C6 1.729, N12 1.753
16 H -4.78887 -2.02687 0.07694  C1 1.106
17 H -5.04729 -0.14317 1.78617  C2 1.152
18 H -2.72511 -2.13117 -1.36874  C3 1.064
19 H -3.38656 1.64623 1.68118  C4 1.088
20 H 0.89381 0.13354 -2.26119  C7 1.080
21 H 3.85322 -0.67553 1.68267  C9 1.088
22 H 4.87943 0.18060 0.69521  C9 1.076
23 H 3.69886 1.15865 1.66528  C9 1.074
24 H 3.97993 -1.03082 -0.91346  C10 1.169
25 H 2.21443 -0.97984 -1.51943  C10 1.160
26 H 3.05687 0.38121 -1.90801  C10 1.067

## Properties
LUMO energy (alpha / beta): 0.6983 / -2.4871 eV
spin multiplicity: 3
highest occupied orbital energy (alpha / beta): -0.188 / -0.321 Eh
M: 221.29 g mol⁻¹

Löwdin atomic charge list, values in e, 4 entries: C -0.088; C -0.095; C -0.053; C -0.132